No. 1
{
  "formula": "C7H15Br3NO2P",
  "method": "ωB97M-V/def2-TZVPD",
  "elements": ["C", "C", "N", "C", "P", "C", "C", "O", "C", "O", "H", "H", "H", "H", "H", "H", "H", "H", "H", "H", "H", "H", "H", "H", "C", "Br", "Br", "Br", "H"],
  "positions_angstrom": [[4.0096, 0.2569, 1.0737], [3.3373, 1.5336, 0.2473], [3.7263, 1.7041, -1.0588], [2.2131, 2.5047, 1.0156], [0.6788, 1.3567, 1.3007], [-0.7247, 0.0452, 1.6253], [-1.9798, 0.5018, 0.6748], [-3.1561, -0.3797, 0.7240], [-2.8001, -1.8010, 0.5925], [-2.4680, -2.4341, -0.5422], [3.2996, -0.6771, 0.8672], [4.0009, 0.4574, 2.2281], [5.1035, 0.0180, 0.6877], [4.4399, 0.9416, -1.2466], [2.6817, 2.8538, 2.0405], [1.9313, 3.4477, 0.3687], [-0.1780, 2.4604, 1.6558], [1.5018, 0.6289, 2.2505], [0.6808, 0.9865, -0.1215], [-0.2404, -0.9884, 1.3462], [-0.9836, 0.0518, 2.7840], [-1.6017, 0.7365, -0.4325], [-2.3438, 1.5591, 1.0933], [-2.8479, -2.4495, 1.5891], [-3.6138, -2.6703, -4.0386], [-5.5515, -2.8080, -3.9360], [-2.8343, -4.1519, -5.0293], [-3.0469, -0.9489, -4.7456], [-3.2339, -2.7358, -3.0138]],
  "homo_energy_ev": -8.837,
  "fmax_ha_per_bohr": 0.170,
  "lumo_energy_ha": 0.0025,
  "spin_multiplicity": 1,
  "homo_lumo_gap_ev": 8.905
}

No. 2
{
  "formula": "C4H8N2O2",
  "method": "ωB97M-V/def2-TZVPD",
  "elements": ["N", "N", "C", "C", "C", "C", "O", "O", "H", "H", "H", "H", "H", "H", "H", "H"],
  "positions_angstrom": [[1.1234, -0.7143, -0.0699], [1.1716, 0.5984, -0.3592], [-0.3260, -1.1403, 0.7187], [0.1161, 1.2253, -1.0845], [-0.7873, -0.4570, 1.7691], [-0.8892, 0.4625, -1.4965], [1.2355, -1.4686, -1.2137], [1.7171, 1.3465, 0.6861], [0.5093, -1.1534, -1.8227], [1.1776, 1.1644, 1.4784], [-0.2939, -2.2217, 0.7387], [0.1854, 2.3034, -1.0687], [-0.9373, 0.6138, 1.7145], [-1.0178, -0.4940, -0.6587], [-1.2200, -0.9608, 2.6202], [-1.7645, 0.8957, -1.9517]],
  "smiles": "C=CN(O)N(O)C=C",
  "e_above_lowest_ev": 9.1626,
  "homo_energy_ev": -8.941,
  "fmax_ha_per_bohr": 0.070,
  "lumo_energy_ha": 0.0091,
  "spin_multiplicity": 1,
  "homo_lumo_gap_ev": 9.189
}

No. 3
{
  "formula": "C4H3NOS2",
  "method": "ωB97M-V/def2-TZVPD",
  "elements": ["C", "C", "C", "C", "H", "H", "H", "N", "O", "S", "S"],
  "positions_angstrom": [[-1.1261, -0.6890, 0.2387], [-0.1546, 0.2012, 0.0753], [1.8378, 1.2312, 0.0177], [1.2859, -0.0879, 0.1328], [-3.0356, 0.9238, 0.3035], [-0.8819, -1.7811, 0.3319], [2.9484, 1.5057, -0.2334], [0.9340, 2.0961, 0.0113], [-0.3179, 1.5076, -0.0838], [-2.9888, -0.4363, -0.0926], [2.1085, -1.5208, -0.0697]],
  "smiles": "S=C1C=NO/C1=C\\S",
  "e_above_lowest_ev": 3.2298,
  "homo_energy_ev": -8.834,
  "fmax_ha_per_bohr": 0.065,
  "lumo_energy_ha": -0.0683,
  "spin_multiplicity": 1,
  "homo_lumo_gap_ev": 6.976
}

No. 4
{
  "formula": "C3H7O3",
  "method": "ωB97M-V/def2-TZVPD",
  "elements": ["O", "H", "H", "O", "O", "C", "C", "C", "H", "H", "H", "H", "H"],
  "positions_angstrom": [[-2.3316, 2.5595, -1.3468], [-2.1478, 2.6889, -0.3889], [-1.9282, 1.6880, -1.5613], [-0.6678, -2.1394, -0.2985], [0.2600, -2.8783, 1.5515], [0.1328, -1.9814, 0.6746], [0.7152, 0.4012, -0.2388], [1.0331, -0.8026, 0.7306], [1.4240, 1.2377, -0.1181], [-0.3088, 0.7838, -0.0918], [0.8013, 0.0127, -1.2675], [0.9495, -0.3990, 1.7580], [2.0684, -1.1712, 0.5970]],
  "e_above_lowest_ev": 0.7972,
  "homo_energy_ev": -3.568,
  "fmax_ha_per_bohr": 0.077,
  "lumo_energy_ha": 0.1345,
  "spin_multiplicity": 1,
  "charge": -1,
  "homo_lumo_gap_ev": 7.229
}

No. 5
{
  "formula": "C2H4OS2",
  "method": "ωB97M-V/def2-TZVPD",
  "elements": ["C", "C", "H", "H", "H", "H", "O", "S", "S"],
  "positions_angstrom": [[0.1634, -0.9215, -0.0253], [-0.7703, 0.3176, -0.0463], [1.9783, -0.3302, 0.6633], [-0.1147, -1.5288, -0.8943], [0.0509, -1.6487, 0.8512], [-0.7192, 2.6783, -0.2288], [1.5224, -0.4719, -0.2131], [0.2880, 1.7255, -0.0426], [-2.3989, 0.1798, -0.0641]],
  "smiles": "OCC(=S)S",
  "e_above_lowest_ev": 0.7867,
  "homo_energy_ev": -8.793,
  "fmax_ha_per_bohr": 0.039,
  "lumo_energy_ha": -0.0099,
  "spin_multiplicity": 1,
  "homo_lumo_gap_ev": 8.525
}

No. 6
{
  "formula": "H2NO2S",
  "method": "ωB97M-V/def2-TZVPD",
  "elements": ["N", "O", "O", "S", "H", "H"],
  "positions_angstrom": [[-1.7038, 1.3324, -0.2091], [-0.0917, -1.0269, -0.3463], [-1.2474, 3.3681, 1.4702], [-0.8203, 2.2194, 0.5700], [-0.8360, -0.4812, -0.6391], [0.4851, -0.3581, 0.0399]],
  "e_above_lowest_ev": 0.2000,
  "homo_energy_ev": -3.819,
  "fmax_ha_per_bohr": 0.033,
  "lumo_energy_ha": 0.1617,
  "spin_multiplicity": 1,
  "charge": -1,
  "homo_lumo_gap_ev": 8.220
}

No. 7
{
  "formula": "C5H5ClNO2",
  "method": "ωB97M-V/def2-TZVPD",
  "elements": ["C", "C", "C", "C", "C", "N", "O", "O", "Cl", "H", "H", "H", "H", "H"],
  "positions_angstrom": [[0.0279, -0.9469, 0.6611], [-2.4611, 0.9666, -0.1213], [0.8490, -0.4262, -0.6090], [-1.3112, 0.9686, 1.0278], [0.9083, 1.0056, -0.8117], [-0.7538, -0.1661, 1.2767], [-2.6858, -0.1245, -0.6650], [-3.0398, 2.0488, -0.1747], [2.0513, 1.9431, 0.1772], [0.1403, -2.0670, 0.7801], [1.8356, -0.9335, -0.5754], [0.3803, -0.7483, -1.4626], [-1.3217, 1.6392, 1.8673], [0.3134, 1.6341, -1.5095]],
  "e_above_lowest_ev": 3.0404,
  "homo_energy_ev": [-2.791, -3.895],
  "fmax_ha_per_bohr": 0.064,
  "lumo_energy_ha": [0.1266, 0.1273],
  "spin_multiplicity": 1,
  "charge": -1,
  "homo_lumo_gap_ev": [6.237, 7.360]
}

No. 8
{
  "formula": "C3H6O3",
  "method": "ωB97M-V/def2-TZVPD",
  "elements": ["C", "O", "C", "O", "C", "O", "H", "H", "H", "H", "H", "H"],
  "positions_angstrom": [[1.9019, -0.4843, 0.0250], [0.7723, -0.2279, 0.8641], [-0.1462, 0.5534, 0.2573], [0.0934, 1.6084, -0.2733], [-1.4987, -0.1236, 0.2314], [-2.2635, 0.2990, -0.8598], [1.5786, -0.4535, -1.0210], [2.6985, 0.2462, 0.1764], [2.2347, -1.4936, 0.2722], [-1.3134, -1.1967, 0.1329], [-1.9945, 0.0389, 1.2005], [-2.0631, 1.2337, -1.0057]],
  "smiles": "COC(=O)CO",
  "e_above_lowest_ev": 1.1932,
  "homo_energy_ev": -10.533,
  "fmax_ha_per_bohr": 0.011,
  "lumo_energy_ha": 0.0292,
  "spin_multiplicity": 1,
  "homo_lumo_gap_ev": 11.327
}

No. 9
{
  "formula": "C19H35NO4RuSSeSi4",
  "method": "ωB97M-V/def2-TZVPD",
  "elements": ["Ru", "C", "C", "C", "C", "C", "C", "C", "C", "C", "S", "C", "N", "H", "H", "H", "H", "H", "H", "H", "H", "C", "Si", "C", "C", "Si", "Si", "C", "C", "C", "Si", "C", "C", "C", "H", "H", "H", "H", "H", "H", "H", "H", "H", "H", "H", "H", "H", "H", "H", "H", "H", "H", "H", "H", "H", "H", "H", "H", "H", "H", "H", "O", "Se", "O", "O", "O"],
  "positions_angstrom": [[1.0757, 14.8649, -0.3718], [3.1011, 14.7852, 2.2170], [3.3064, 15.9246, 1.2578], [4.3736, 16.7440, 1.5988], [4.7918, 17.7320, 0.7309], [3.9660, 18.1064, -0.3346], [4.0732, 19.3620, -1.0285], [3.2142, 19.6586, -2.0688], [2.1796, 18.7758, -2.4276], [1.9372, 17.6773, -1.6073], [0.5231, 16.6386, -1.7319], [2.8583, 17.2707, -0.6337], [2.6115, 16.0967, 0.1117], [3.7697, 15.0016, 3.0804], [3.3482, 13.8005, 1.7990], [2.0590, 14.6653, 2.5939], [4.8681, 16.5705, 2.5913], [5.7546, 18.2217, 0.8827], [4.7860, 20.1156, -0.6424], [3.2890, 20.6171, -2.5727], [1.5339, 18.9063, -3.2880], [-1.2600, 11.6334, 4.9204], [-1.6521, 12.7250, 3.4369], [-2.4630, 11.4721, 2.3169], [-2.7363, 14.2314, 3.6569], [-0.5784, 16.4160, 0.1395], [-0.5262, 18.0562, 1.8664], [-1.9228, 18.4108, 3.0914], [1.0074, 17.8849, 2.9108], [-0.2885, 19.6079, 0.8046], [-2.8375, 16.6725, -0.7312], [-2.5109, 18.0063, -2.0260], [-3.4217, 15.1327, -1.5913], [-4.1848, 17.2946, 0.5125], [-2.0670, 11.3465, 5.6079], [-0.5329, 12.2271, 5.5264], [-0.6897, 10.7753, 4.5433], [-1.8109, 10.6142, 2.1440], [-2.7593, 11.8380, 1.3377], [-3.3473, 11.1164, 2.8440], [-3.8200, 14.0713, 3.7945], [-2.5995, 14.8453, 2.7671], [-2.3409, 14.7863, 4.5359], [-2.2880, 17.4952, 3.5558], [-2.7699, 18.8944, 2.5866], [-1.5245, 19.1021, 3.8688], [1.1338, 16.8110, 3.1300], [0.8359, 18.4880, 3.7995], [1.8773, 18.2681, 2.3492], [-1.2305, 20.0039, 0.3729], [0.4843, 19.5328, -0.0201], [0.1243, 20.3663, 1.5247], [-2.4215, 17.5179, -3.0234], [-1.5769, 18.5435, -1.8136], [-3.3452, 18.6850, -1.9312], [-3.1751, 15.0930, -2.6467], [-4.4879, 15.1183, -1.4742], [-3.0446, 14.2026, -1.1345], [-4.3317, 18.3837, 0.5089], [-4.0239, 16.9428, 1.5452], [-5.1402, 16.8494, 0.1700], [-0.1018, 11.1614, -0.2478], [-0.0131, 12.6112, 0.6384], [-0.5821, 13.9139, -0.5760], [-0.2096, 13.1907, 2.7350], [1.5890, 13.2576, 0.6482]],
  "e_above_lowest_ev": 0.0000,
  "s_squared": 6.064,
  "homo_energy_ev": [-5.374, -8.591],
  "fmax_ha_per_bohr": 0.071,
  "lumo_energy_ha": [-0.0458, -0.0707],
  "spin_multiplicity": 5,
  "homo_lumo_gap_ev": [4.127, 6.667]
}

No. 10
{
  "formula": "BClH4Hf",
  "method": "ωB97M-V/def2-TZVPD",
  "elements": ["Hf", "B", "H", "H", "H", "H", "Cl"],
  "positions_angstrom": [[1.0285, 0.6665, 1.1307], [-0.0167, -0.5611, -0.6630], [-0.6574, -1.1902, -1.3661], [-0.4930, 0.3994, -0.2478], [0.3133, -1.0959, 0.3064], [0.9349, -0.1421, -1.1594], [-1.1096, 1.9233, 1.9993]],
  "e_above_lowest_ev": 0.0396,
  "homo_energy_ev": -21.166,
  "fmax_ha_per_bohr": 0.132,
  "lumo_energy_ha": -0.5139,
  "spin_multiplicity": 1,
  "charge": 2,
  "homo_lumo_gap_ev": 7.181
}

No. 11
{
  "formula": "C6H16N2",
  "method": "ωB97M-V/def2-TZVPD",
  "elements": ["C", "N", "C", "C", "C", "N", "C", "C", "H", "H", "H", "H", "H", "H", "H", "H", "H", "H", "H", "H", "H", "H", "H", "H"],
  "positions_angstrom": [[-0.0822, -1.5863, 1.2164], [-0.5877, -0.1880, 0.8717], [0.4762, 0.8952, 0.7602], [0.0712, 1.5588, -0.5592], [1.1908, 2.1044, -1.3134], [0.9709, 3.4808, -1.7266], [-1.1680, -2.6822, 1.1392], [-0.9284, -3.4969, -0.0834], [0.7763, -1.8451, 0.3171], [0.6002, -1.5913, 2.1368], [-1.1645, -0.3817, -0.0355], [1.5655, 0.5635, 0.5967], [0.5366, 1.5710, 1.5596], [-0.6380, 0.9400, -1.2660], [-0.6477, 2.3567, -0.3019], [2.1266, 2.0854, -0.6442], [1.3163, 1.6143, -2.3623], [1.3237, 4.1667, -0.9056], [0.0434, 3.5298, -1.8414], [-0.9463, -3.1446, 2.1774], [-2.2970, -2.2917, 1.1248], [-1.7867, -4.1197, -0.3333], [-0.1844, -4.2670, -0.1483], [-0.6641, -2.9948, -1.0480]],
  "smiles": "CCCNCCCN",
  "e_above_lowest_ev": 3.9576,
  "homo_energy_ev": -8.479,
  "fmax_ha_per_bohr": 0.130,
  "lumo_energy_ha": 0.0390,
  "spin_multiplicity": 1,
  "homo_lumo_gap_ev": 9.540
}

No. 12
{
  "formula": "C4H8O3",
  "method": "ωB97M-V/def2-TZVPD",
  "elements": ["C", "C", "O", "C", "O", "C", "O", "H", "H", "H", "H", "H", "H", "H", "H"],
  "positions_angstrom": [[0.1216, 0.2080, -1.5281], [-0.1970, -0.6778, -0.3697], [-1.5248, -1.0120, -0.3252], [0.6634, -1.1164, 0.5549], [2.0236, -0.9697, 0.4205], [0.7428, 1.7474, 1.5620], [1.8332, 1.4963, 1.7765], [-0.5207, 1.0957, -1.4812], [1.1679, 0.5176, -1.5046], [-0.0834, -0.2947, -2.4791], [-2.6317, 1.0855, 0.1216], [-1.6465, -1.6933, 0.3498], [0.3065, -1.6706, 1.4278], [2.3725, -0.5323, 1.2091], [-2.6274, 1.8162, 0.2656]],
  "e_above_lowest_ev": 2.9454,
  "homo_energy_ev": -8.451,
  "fmax_ha_per_bohr": 0.027,
  "lumo_energy_ha": 0.0315,
  "spin_multiplicity": 1,
  "homo_lumo_gap_ev": 9.309
}

What did the eighth record say?
{
  "formula": "C3H6O3",
  "method": "ωB97M-V/def2-TZVPD",
  "elements": ["C", "O", "C", "O", "C", "O", "H", "H", "H", "H", "H", "H"],
  "positions_angstrom": [[1.9019, -0.4843, 0.0250], [0.7723, -0.2279, 0.8641], [-0.1462, 0.5534, 0.2573], [0.0934, 1.6084, -0.2733], [-1.4987, -0.1236, 0.2314], [-2.2635, 0.2990, -0.8598], [1.5786, -0.4535, -1.0210], [2.6985, 0.2462, 0.1764], [2.2347, -1.4936, 0.2722], [-1.3134, -1.1967, 0.1329], [-1.9945, 0.0389, 1.2005], [-2.0631, 1.2337, -1.0057]],
  "smiles": "COC(=O)CO",
  "e_above_lowest_ev": 1.1932,
  "homo_energy_ev": -10.533,
  "fmax_ha_per_bohr": 0.011,
  "lumo_energy_ha": 0.0292,
  "spin_multiplicity": 1,
  "homo_lumo_gap_ev": 11.327
}